C6H12O6V | ωB97M-V/def2-TZVPD

Summary:
HOMO energy (spin up / spin down) ... 3.424 / 3.196 eV
Energy ... -1631.0058 Ha
ΔE to the lowest compared entry with this formula, charge and spin ... 48.2 kJ/mol
Frontier orbital gap (spin up / spin down) ... 5.25 / 5.48 eV
2S+1 ... 3
Strongest force on any atom ... 0.0346 Eh/bohr
Net charge ... -3

XYZ file:
```
25
Properties=species:S:1:pos:R:3:forces:R:3
C -2.1898 0.3492 -2.0230 0.108 0.311 0.764
O -1.5849 -0.2033 1.5726 1.087 0.736 -0.198
H -1.6718 0.2513 3.6106 -0.269 0.562 0.040
O 0.9156 1.1817 1.5897 -0.949 -1.451 -0.392
C 1.8952 -2.2216 -0.2791 -1.145 0.214 -0.397
C -1.3831 1.6831 -2.0209 1.507 -0.587 0.319
C 0.1150 1.1553 2.7236 -0.449 0.995 -0.970
H -3.1344 0.5319 -1.4681 -0.330 0.233 -0.120
H 3.4933 -0.8073 -0.7532 -0.022 0.140 0.389
O 0.6987 -1.9927 0.3739 0.402 1.453 -0.307
H -0.4786 2.1000 2.7327 -0.126 0.200 0.169
H -2.4569 0.1313 -3.0814 -0.103 -0.069 -0.256
C 2.4593 -1.0235 -1.1383 0.883 0.415 -0.210
H 0.7265 1.2079 3.6500 0.007 -0.413 0.322
H -0.4864 -0.8911 3.1699 0.403 -0.147 -0.159
O -1.5349 -0.6982 -1.4089 1.111 0.995 0.287
H -0.5621 1.5503 -2.7618 0.001 -0.260 -0.339
H 2.7077 -2.5550 0.4003 0.156 -0.009 0.232
H 1.7447 -3.0562 -1.0004 0.170 -0.286 -0.114
O 1.7275 0.1301 -1.2461 -1.208 -0.692 0.931
H -1.9453 2.5401 -2.4551 -0.639 0.065 0.213
V -0.0424 0.0539 -0.0102 -0.188 -0.083 0.142
O -0.7885 1.9618 -0.7990 -0.498 -1.023 -0.073
H 2.7375 -1.4189 -2.1512 -0.367 -0.248 -0.166
C -0.9619 0.0401 2.7733 0.461 -1.051 -0.107
```
Positions in Å, forces in eV/Å.

Here are the Löwdin charges for atoms 1 to 5, given in e: atom 1 (C): -0.4500, atom 2 (O): -0.3480, atom 3 (H): 0.0560, atom 4 (O): -0.3617, atom 5 (C): -0.4332